[1]
A cluster of 7 separate species, C6H26O7 in total, computed with wB97M-V/def2-TZVPD.

```
39
C6H26O7 (wB97M-V/def2-TZVPD)
C 1.04 -1.32 1.10
O -0.11 -0.49 1.34
H 1.27 -1.28 0.04
H 1.84 -0.86 1.67
H 0.97 -2.25 1.67
H 0.14 0.42 1.18
C 1.70 1.92 2.16
O 0.79 2.14 1.16
H 2.61 1.36 1.96
H 1.94 2.88 2.61
H 1.21 1.34 2.94
H 1.20 2.51 0.38
O 0.00 -4.89 0.83
H -0.32 -5.78 0.69
H -0.78 -4.38 1.02
O -1.70 -2.82 1.52
H -1.11 -2.21 1.09
H -1.52 -2.72 2.46
O -1.35 -1.29 3.75
H -1.53 -0.63 4.43
H -0.75 -0.85 3.16
C 0.78 0.31 -3.14
C 2.12 -0.07 -2.75
O 3.01 0.75 -3.54
H 0.69 0.41 -4.22
H 0.58 1.26 -2.65
H 0.00 -0.39 -2.85
H 2.31 -1.12 -2.95
H 2.25 0.14 -1.69
H 3.44 1.38 -2.95
C -2.47 0.83 -1.14
C -1.97 2.30 -1.06
O -2.69 3.03 -1.99
H -3.54 0.73 -0.94
H -1.90 0.32 -0.36
H -2.17 0.34 -2.07
H -0.90 2.41 -1.22
H -2.01 2.78 -0.09
H -3.07 3.80 -1.55
```

- HOMO (spin up / spin down) (hartree) = -0.4654 / -0.4654
- ⟨S²⟩ = 0.754
- spin multiplicity = 2
- LUMO (spin up / spin down) (hartree) = -0.142 / -0.378
- calculated total energy (eV) = -20963.97027
- charge = +1


[2]
A structure of composition C43H39AgBN10S, computed with wB97M-V/def2-TZVPD.

```
95
C43H39AgBN10S (wB97M-V/def2-TZVPD)
Ag 0.25 0.28 -0.18
N 1.64 -1.67 3.76
C 1.75 -1.80 2.39
S 3.33 -1.75 1.69
N 0.61 -2.02 1.80
N 0.54 -1.91 0.44
C 0.22 -2.97 -0.21
C 0.20 -4.32 0.41
C -0.93 -5.13 0.24
C -1.00 -6.39 0.82
C 0.06 -6.86 1.57
C 1.20 -6.07 1.74
C 1.27 -4.81 1.16
C -0.17 -2.84 -1.64
C 0.27 -3.78 -2.57
C -0.14 -3.66 -3.88
C -1.00 -2.62 -4.22
C -1.38 -1.74 -3.23
N -0.98 -1.83 -1.96
H 2.48 -1.67 4.30
H 0.74 -1.74 4.20
H -1.76 -4.76 -0.35
H -1.89 -6.99 0.69
H 0.01 -7.84 2.03
H 2.03 -6.43 2.32
H 2.14 -4.18 1.29
H 0.93 -4.57 -2.25
H 0.20 -4.36 -4.63
H -1.35 -2.49 -5.24
H -2.05 -0.91 -3.44
C -3.58 3.86 2.21
C -2.87 2.55 2.21
C -2.98 1.54 3.13
C -2.14 0.51 2.66
N -1.55 0.88 1.52
N -2.02 2.13 1.24
B -1.39 3.07 0.19
N -1.54 2.57 -1.29
N -0.64 1.74 -1.84
C -0.89 1.71 -3.14
C -1.99 2.53 -3.44
C -2.38 3.06 -2.23
C -3.49 4.00 -1.92
C -0.04 0.94 -4.07
C -0.44 0.72 -5.38
C 0.34 -0.03 -6.25
C 1.54 -0.58 -5.81
C 1.95 -0.36 -4.50
C 1.18 0.41 -3.64
N 0.10 3.39 0.46
N 1.09 2.47 0.38
C 2.23 3.11 0.60
C 1.98 4.47 0.85
C 0.61 4.61 0.75
C -0.20 5.85 0.89
C 3.55 2.46 0.52
C 4.67 3.11 1.04
C 5.93 2.54 0.94
C 6.09 1.31 0.32
C 4.98 0.64 -0.18
C 3.72 1.22 -0.08
C -1.98 -0.78 3.36
C -1.85 -2.00 2.70
C -1.93 -3.19 3.42
C -1.92 -3.18 4.81
C -1.92 -1.96 5.48
C -1.97 -0.77 4.76
H -4.27 3.89 3.05
H -4.15 4.02 1.29
H -2.89 4.70 2.30
H -3.62 1.50 4.00
H -1.99 4.10 0.26
H -2.43 2.74 -4.41
H -4.06 4.20 -2.84
H -3.12 4.95 -1.54
H -4.17 3.59 -1.18
H -1.38 1.12 -5.73
H 0.01 -0.20 -7.27
H 2.15 -1.18 -6.48
H 2.89 -0.77 -4.15
H 1.51 0.59 -2.63
H 2.69 5.25 1.04
H 0.46 6.68 1.12
H -0.93 5.76 1.70
H -0.75 6.08 -0.02
H 4.55 4.06 1.53
H 6.79 3.06 1.35
H 7.07 0.86 0.26
H 5.08 -0.34 -0.62
H 2.86 0.68 -0.46
H -2.06 -2.03 1.64
H -1.91 -4.13 2.89
H -1.93 -4.10 5.37
H -1.90 -1.93 6.56
H -1.99 0.18 5.28
```

- HOMO (hartree) = -0.1533
- LUMO (hartree) = 0.090
- calculated total energy (eV) = -75641.16152
- charge = -1


[3]
An isolated molecule of C5H13NO, computed with wB97M-V/def2-TZVPD.

```
20
C5H13NO (wB97M-V/def2-TZVPD)
C 0.83 -0.38 1.64
C 0.22 0.06 0.33
C -1.27 -0.39 0.19
C -2.29 0.53 0.81
N 1.07 -0.59 -0.69
C 1.05 -0.01 -1.98
O 1.81 1.19 -2.23
H 1.84 -0.03 1.86
H 0.33 0.14 2.48
H 0.82 -1.48 1.76
H 0.18 1.16 0.27
H -1.15 -1.33 0.74
H -1.45 -0.67 -0.87
H -2.46 1.41 0.18
H -3.27 0.06 0.95
H -1.95 0.78 1.81
H 1.91 -0.99 -0.31
H 0.00 0.30 -2.18
H 1.12 -0.66 -2.85
H 2.66 0.88 -1.90
```

- HOMO (hartree) = -0.3342
- LUMO (hartree) = 0.035
- structure (SMILES) = CC[C@@H](C)NCO
- calculated total energy (eV) = -8932.54017
- charge = 0


[4]
A cluster of 2 separate species, C21H28NO3 in total, computed with wB97M-V/def2-TZVPD.

```
53
C21H28NO3 (wB97M-V/def2-TZVPD)
C -5.57 3.23 -1.63
O -5.43 1.84 -1.55
C -4.13 1.36 -1.65
C -3.93 -0.03 -1.51
C -2.68 -0.58 -1.53
C -1.53 0.23 -1.68
C -0.25 -0.38 -1.56
C 1.02 0.23 -1.47
C 2.18 -0.58 -1.61
C 3.42 -0.02 -1.68
C 3.61 1.38 -1.61
O 4.90 1.86 -1.78
C 5.04 3.26 -1.70
C 2.47 2.17 -1.36
C 1.23 1.61 -1.26
C -1.74 1.60 -1.94
C -2.99 2.15 -1.90
H -6.64 3.47 -1.58
H -5.07 3.71 -0.79
H -5.17 3.60 -2.58
H -4.80 -0.65 -1.35
H -2.56 -1.64 -1.39
H -0.25 -1.46 -1.55
H 2.07 -1.64 -1.67
H 4.29 -0.64 -1.80
H 6.11 3.50 -1.75
H 4.53 3.74 -2.54
H 4.64 3.62 -0.75
H 2.59 3.23 -1.24
H 0.40 2.23 -0.97
H -0.91 2.21 -2.24
H -3.11 3.21 -2.07
C 3.15 -3.53 0.85
O 2.29 -2.49 1.27
C 1.45 -2.89 2.34
C 0.53 -1.75 2.76
C -0.32 -2.07 4.01
C -1.66 -1.35 3.78
C -1.78 -1.16 2.26
N -0.44 -1.44 1.68
H 3.77 -3.16 0.04
H 3.80 -3.82 1.68
H 2.57 -4.38 0.51
H 0.86 -3.75 2.02
H 2.08 -3.22 3.17
H 1.15 -0.86 2.96
H -0.46 -3.15 4.09
H 0.17 -1.74 4.93
H -2.51 -1.93 4.18
H -1.68 -0.38 4.30
H -2.49 -1.87 1.82
H -2.13 -0.15 2.00
H -0.10 -0.73 1.03
```

- HOMO (hartree) = -0.4014
- LUMO (hartree) = -0.193
- calculated total energy (eV) = -29855.64088
- charge = +1


[5]
A cluster of 2 separate species, C5H14NO2 in total, computed with wB97M-V/def2-TZVPD.

```
22
C5H14NO2 (wB97M-V/def2-TZVPD)
O -1.33 2.34 0.88
C -0.64 1.41 1.22
C -0.40 0.28 0.25
C 0.99 -0.38 0.35
C 1.19 -1.54 -0.62
C 2.13 0.65 0.38
N -0.79 0.55 -1.15
H -0.20 1.21 2.20
H -1.05 -0.55 0.53
H 1.03 -0.81 1.36
H 1.86 -2.29 -0.21
H 1.70 -1.17 -1.51
H 0.27 -2.04 -0.90
H 2.80 0.61 1.25
H 1.84 1.70 0.33
H 2.86 0.43 -0.41
H -1.57 -0.07 -1.38
H -1.23 1.48 -1.20
H -0.02 0.61 -1.82
H -3.62 -0.38 -0.31
H -2.86 -0.96 0.85
O -2.95 -1.06 -0.10
```

- HOMO (hartree) = -0.5450
- LUMO (hartree) = -0.128
- calculated total energy (eV) = -10989.93978
- charge = +1


[6]
The ion C5H11BrN with charge +1, computed with wB97M-V/def2-TZVPD.

```
18
C5H11BrN (wB97M-V/def2-TZVPD)
C -0.42 0.75 1.28
C -1.35 1.11 0.15
C 0.05 0.49 -0.18
C 1.01 1.40 -0.87
C 0.23 -0.92 -0.46
N -0.68 -1.97 0.14
Br -3.03 0.09 -0.06
H -0.08 1.58 1.88
H -0.63 -0.17 1.90
H -1.67 2.13 -0.08
H 1.99 0.84 -1.08
H 1.32 2.21 -0.11
H 0.60 1.87 -1.78
H 1.27 -1.36 -0.08
H 0.27 -0.84 -1.58
H -0.52 -2.19 1.08
H -0.42 -2.75 -0.45
H -1.61 -1.70 -0.04
```

- HOMO (hartree) = -0.5097
- LUMO (hartree) = -0.128
- structure (SMILES) = C[C@@]1(C[NH3+])C[C@@H]1Br
- calculated total energy (eV) = -76887.58066
- charge = +1


[7]
An isolated molecule of C4H8O2, computed with wB97M-V/def2-TZVPD.

```
14
C4H8O2 (wB97M-V/def2-TZVPD)
C -1.54 -0.54 0.15
C -0.17 0.08 0.04
C 0.99 -0.89 -0.16
O 2.23 -0.26 0.03
C 0.02 1.48 -0.35
O 0.13 1.08 1.02
H -1.70 -0.92 1.16
H -1.64 -1.38 -0.55
H -2.33 0.18 -0.07
H 0.97 -1.27 -1.19
H 0.86 -1.75 0.52
H 2.09 0.32 0.81
H -0.86 2.09 -0.58
H 0.95 1.79 -0.82
```

- HOMO (hartree) = -0.3759
- LUMO (hartree) = 0.035
- structure (SMILES) = C[C@@]1(CO)CO1
- calculated total energy (eV) = -8371.43446
- charge = 0


[8]
A cluster of 7 separate species, C10H30FN2O10 in total, computed with wB97M-V/def2-TZVPD.

```
53
C10H30FN2O10 (wB97M-V/def2-TZVPD)
N 0.37 0.78 1.91
C -0.20 0.28 0.67
O -1.00 -0.86 1.01
N 0.79 -0.01 -0.37
C 2.07 -0.49 0.15
C 3.11 0.66 0.43
O 3.62 0.69 1.49
F 3.44 1.59 -0.52
C -1.23 1.35 0.05
O -2.33 0.92 -0.36
O -0.84 2.55 -0.02
H 0.52 1.79 1.87
H -0.24 0.62 2.71
H -0.60 -1.25 1.81
H 0.89 0.74 -1.06
H 1.97 -1.17 1.01
H 2.54 -1.11 -0.68
C 3.35 -0.66 -3.70
O 3.41 -0.51 -2.28
H 2.30 -0.66 -4.00
H 3.86 0.17 -4.19
H 3.82 -1.61 -3.99
H 4.34 -0.50 -2.04
C -0.27 3.04 -3.74
O 0.31 2.67 -2.51
H 0.47 2.91 -4.53
H -1.14 2.41 -3.96
H -0.58 4.09 -3.71
H -0.37 2.79 -1.82
C -2.00 -0.80 -4.23
O -1.09 -0.43 -3.21
H -1.48 -1.42 -4.96
H -2.83 -1.38 -3.80
H -2.39 0.09 -4.73
H -1.57 0.11 -2.58
C 1.69 -1.46 4.76
O 0.50 -1.43 3.99
H 2.54 -1.56 4.09
H 1.79 -0.53 5.33
H 1.67 -2.31 5.44
H -0.24 -1.34 4.60
C -0.47 -5.10 4.98
O 0.76 -4.53 5.40
H -1.22 -4.32 4.91
H -0.35 -5.57 4.00
H -0.80 -5.85 5.71
H 1.41 -5.24 5.45
C -5.07 3.64 -0.89
O -3.84 4.19 -0.47
H -5.81 4.44 -0.96
H -4.95 3.17 -1.88
H -5.42 2.89 -0.17
H -3.20 3.46 -0.42
```

- HOMO (hartree) = -0.1749
- LUMO (hartree) = 0.085
- calculated total energy (eV) = -37028.49768
- charge = -1


[9]
A cluster of 2 separate species, C4H4O2 in total, computed with wB97M-V/def2-TZVPD.

```
10
C4H4O2 (wB97M-V/def2-TZVPD)
O -2.42 -0.03 0.01
C -1.40 -0.63 0.06
O -0.19 0.02 0.35
C 0.31 1.98 -0.26
C 0.91 -0.71 0.23
C 1.91 -1.35 0.08
H -1.22 -1.70 -0.10
H -0.56 1.94 -0.95
H -0.16 2.38 0.66
H 2.80 -1.91 -0.07
```

- HOMO (hartree) = -0.3315
- LUMO (hartree) = 0.006
- calculated total energy (eV) = -8300.31812
- charge = 0


[10]
An isolated molecule of CH7N5S, computed with wB97M-V/def2-TZVPD.

```
14
CH7N5S (wB97M-V/def2-TZVPD)
C -0.02 0.32 0.03
H 0.93 0.44 -2.20
H 2.36 -0.10 -1.64
H 0.23 -1.57 -0.63
H -0.18 2.24 0.34
H 2.41 1.80 -0.56
H 2.05 1.16 0.96
H -2.97 -1.04 1.10
N 1.41 -0.38 -1.80
N 0.72 -0.68 -0.61
N 0.47 1.61 -0.12
N 1.82 1.88 0.27
N -1.08 0.18 0.74
S -1.75 -1.45 0.82
```

- HOMO (hartree) = -0.3077
- LUMO (hartree) = 0.033
- structure (SMILES) = NNC(=NS)NN
- calculated total energy (eV) = -19434.05924
- charge = 0


[11]
An isolated molecule of C5H6O2, computed with wB97M-V/def2-TZVPD.

```
13
C5H6O2 (wB97M-V/def2-TZVPD)
C 0.70 -0.55 1.07
C 0.02 -0.16 -0.20
O 0.42 0.99 -0.84
C 0.66 2.15 -0.19
O 0.41 2.39 0.95
C -0.99 -0.83 -0.83
C -1.25 -2.19 -0.51
H 1.77 -0.32 1.06
H 0.51 -1.62 1.23
H 0.25 0.02 1.89
H -1.52 -0.23 -1.57
H 1.10 2.85 -0.92
H -2.13 -2.48 -1.12
```

- HOMO (hartree) = -0.3069
- LUMO (hartree) = -0.032
- calculated total energy (eV) = -9373.03385
- charge = 0


[12]
A cluster of 9 separate species, C7H28O8 in total, computed with wB97M-V/def2-TZVPD.

```
43
C7H28O8 (wB97M-V/def2-TZVPD)
C 1.26 -3.02 -1.80
C 1.45 -1.62 -1.18
C 1.17 -1.33 0.33
C -0.04 -0.41 0.52
C 0.00 0.83 1.07
C -1.03 1.76 0.83
C -1.16 2.96 1.38
H 1.61 -3.89 -1.33
H 1.61 -2.94 -2.87
H 0.18 -3.12 -1.88
H 0.86 -0.86 -1.85
H 2.50 -1.43 -1.58
H 2.07 -0.98 0.90
H 1.02 -2.32 0.85
H -0.95 -0.76 -0.01
H 0.94 1.20 1.54
H -1.86 1.47 0.21
H -0.39 3.24 2.15
H -1.90 3.70 1.10
H 2.68 0.53 3.25
H 2.97 1.92 2.57
O 2.98 0.96 2.40
H 3.59 2.09 -1.15
H 2.35 1.33 -0.54
O 2.66 1.92 -1.24
H 0.52 -1.42 3.89
H 0.06 -0.55 2.70
O 0.61 -0.54 3.52
H -1.21 0.94 -4.37
H -0.67 1.23 -2.95
O -0.77 0.56 -3.63
H 0.05 3.20 -2.22
H -0.01 2.42 -1.08
O -0.68 2.78 -1.75
H -2.66 0.15 -2.56
H -1.75 -1.06 -2.55
O -2.59 -0.73 -2.16
H -3.29 -2.42 0.08
H -2.96 -1.03 -0.59
O -3.05 -1.50 0.31
H -2.44 -0.84 3.88
H -1.95 -1.21 2.44
O -1.79 -1.24 3.36
```

- HOMO (hartree) = -0.3136
- LUMO (hartree) = 0.015
- structure (SMILES) = C=C/C=C/CCC.O.O.O.O.O.O.O.O
- calculated total energy (eV) = -24091.27675
- charge = 0


[13]
A structure of composition C41H35Cl2N4O3P2S3Ti, computed with wB97M-V/def2-TZVPD.

```
91
C41H35Cl2N4O3P2S3Ti (wB97M-V/def2-TZVPD)
Ti 10.29 12.01 11.22
Cl 5.20 7.85 13.40
C 6.59 8.48 12.56
C 6.77 9.88 12.54
C 7.87 10.43 11.84
N 8.29 11.74 11.78
C 8.05 12.43 13.01
O 7.01 13.04 13.31
C 9.26 12.28 13.85
C 9.22 12.29 15.26
C 10.28 11.83 16.00
C 11.46 11.36 15.34
C 11.43 11.34 13.97
N 10.42 11.82 13.22
C 8.71 9.54 11.14
C 8.57 8.18 11.24
C 7.53 7.68 11.95
Cl 7.61 5.92 12.16
N 9.77 10.08 10.40
C 10.19 9.44 9.31
O 10.02 8.28 8.93
C 11.02 10.29 8.38
C 11.41 9.74 7.18
C 11.92 10.59 6.19
C 12.14 11.90 6.56
C 11.71 12.39 7.77
N 11.14 11.60 8.68
H 6.08 10.55 13.04
H 8.36 12.60 15.81
H 10.22 11.87 17.09
H 12.30 10.91 15.87
H 12.25 10.88 13.48
H 9.28 7.53 10.77
H 11.25 8.68 7.06
H 12.14 10.24 5.19
H 12.49 12.56 5.76
H 11.81 13.46 7.96
C 14.35 12.22 9.96
P 13.26 11.34 11.15
C 13.47 9.63 10.52
C 14.38 11.39 12.64
C 15.14 10.29 13.02
C 15.89 10.32 14.21
C 15.83 11.43 15.04
C 15.08 12.53 14.68
C 14.35 12.53 13.49
P 13.36 13.99 12.95
C 14.73 15.17 12.89
C 12.58 14.64 14.45
H 15.34 11.75 9.97
H 14.46 13.27 10.25
H 13.91 12.12 8.96
H 14.53 9.35 10.46
H 13.05 9.63 9.51
H 12.89 8.94 11.13
H 15.08 9.38 12.45
H 16.47 9.47 14.50
H 16.42 11.42 15.95
H 15.06 13.40 15.33
H 15.29 15.22 13.85
H 14.27 16.13 12.58
H 15.44 14.90 12.09
H 11.81 13.99 14.83
H 12.14 15.58 14.13
H 13.29 14.79 15.24
O 10.39 13.81 10.79
C 10.03 15.11 10.46
C 10.22 16.14 11.64
C 10.97 17.32 11.67
C 10.87 18.00 12.93
C 9.98 17.37 13.76
S 9.33 15.95 13.08
C 10.94 15.67 9.33
C 10.59 16.30 8.17
C 11.68 16.69 7.33
C 12.87 16.39 7.91
S 12.66 15.59 9.45
C 8.62 15.21 9.98
C 7.94 16.40 9.88
C 6.71 16.35 9.20
C 6.49 15.06 8.76
S 7.75 13.96 9.14
H 11.58 17.66 10.86
H 11.37 18.92 13.16
H 9.73 17.74 14.75
H 9.55 16.48 7.94
H 11.56 17.12 6.35
H 13.83 16.48 7.49
H 8.34 17.32 10.35
H 6.01 17.18 9.10
H 5.58 14.75 8.30
```

- HOMO (spin up / spin down) (hartree) = -0.0973 / -0.1558
- ⟨S²⟩ = 2.019
- spin multiplicity = 3
- LUMO (spin up / spin down) (hartree) = 0.074 / 0.074
- calculated total energy (eV) = -154435.81629
- charge = -1